The following is a DFT calculation (wB97M-V/def2-TZVPD) of a molecular structure, C34H49BrDyF3N4O5S in a non-equilibrium geometry.

XYZ file:
```
98
Properties=species:S:1:pos:R:3
Dy 0.041 0.010 0.178
C -2.728 -2.338 6.221
O -3.550 -2.841 5.196
C -3.219 -2.586 3.904
C -4.222 -2.916 2.966
C -4.038 -2.617 1.651
C -2.861 -2.000 1.183
C -2.786 -1.515 -0.160
C -3.829 -1.928 -1.179
O -1.915 -0.709 -0.534
C -1.772 -1.784 2.104
O -0.604 -1.399 1.733
C -2.026 -2.056 3.475
H -3.280 -2.492 7.148
H -2.540 -1.270 6.079
H -1.774 -2.871 6.278
H -5.133 -3.368 3.321
H -4.836 -2.812 0.952
H -4.749 -1.373 -1.006
H -4.046 -2.991 -1.139
H -3.466 -1.671 -2.172
H -1.224 -1.833 4.163
C 0.077 5.186 -6.388
C 1.200 4.349 -5.763
C 1.741 3.412 -6.852
C 2.314 5.306 -5.311
C 0.730 3.555 -4.551
C 1.631 2.781 -3.831
C 1.193 2.155 -2.689
Br 2.360 1.014 -1.632
C -0.106 2.228 -2.160
O -0.381 1.642 -1.042
C -1.030 2.973 -2.944
C -0.584 3.598 -4.091
C -2.493 3.004 -2.530
C -3.354 3.883 -3.444
C -3.027 1.568 -2.604
C -2.625 3.539 -1.099
H 0.473 5.757 -7.226
H -0.338 5.891 -5.671
H -0.722 4.553 -6.767
H 2.045 3.998 -7.718
H 0.973 2.709 -7.166
H 2.601 2.846 -6.506
H 2.642 5.922 -6.146
H 3.173 4.760 -4.930
H 1.950 5.959 -4.521
H 2.656 2.662 -4.144
H -1.304 4.145 -4.668
H -3.346 3.525 -4.472
H -3.025 4.921 -3.424
H -4.386 3.856 -3.097
H -2.907 1.172 -3.612
H -4.083 1.542 -2.340
H -2.480 0.936 -1.911
H -2.213 4.545 -1.036
H -2.088 2.899 -0.404
H -3.672 3.568 -0.802
N 0.371 -1.777 -1.431
C 0.777 -2.787 -1.822
N 1.327 -3.865 -2.267
C 2.751 -3.860 -2.559
C 3.396 -5.075 -1.885
O 2.759 -6.270 -2.280
C 1.406 -6.268 -1.898
C 0.639 -5.108 -2.553
H 3.182 -2.934 -2.177
H 2.892 -3.919 -3.645
H 3.335 -4.954 -0.795
H 4.440 -5.169 -2.183
H 1.325 -6.187 -0.805
H 0.996 -7.226 -2.221
H -0.380 -5.062 -2.169
H 0.615 -5.261 -3.640
C 3.082 -1.087 5.353
C 2.526 -0.080 4.348
N 2.262 -0.675 3.058
C 3.162 -0.906 2.097
S 2.633 -1.626 0.669
N 4.453 -0.639 2.331
C 5.502 -0.770 1.346
C 5.809 0.555 0.654
H 3.229 -0.593 6.308
H 4.032 -1.498 5.027
H 2.392 -1.913 5.488
H 3.220 0.760 4.231
H 1.579 0.327 4.708
H 1.297 -0.916 2.838
H 4.680 -0.058 3.128
H 5.167 -1.503 0.611
H 6.388 -1.151 1.866
H 4.953 0.878 0.063
H 6.665 0.432 -0.003
H 6.048 1.328 1.383
F -1.082 1.246 1.676
C 0.060 1.267 2.544
F 1.134 1.368 1.479
F 0.042 2.551 2.988
```

<S²>: 9.326
LUMO level (spin up / spin down): 0.37 / 0.37 eV
relative energy (zero: lowest compared OMol25 entry of this formula, charge and spin): 0.315 eV
2S+1: 6
highest occupied orbital energy (spin up / spin down): -7.25 / -7.26 eV

The following is a DFT calculation (wB97M-V/def2-TZVPD) of C4H7N3 in the gas phase in a non-equilibrium geometry.

XYZ file:
```
14
Properties=species:S:1:pos:R:3
C -0.547 2.211 -0.486
N 0.093 1.029 -1.041
C 0.163 -0.146 -0.323
C 0.147 -0.293 1.141
C 0.129 -1.698 1.221
N 0.199 -2.249 0.010
N 0.206 -1.294 -0.973
H -0.138 2.408 0.506
H -0.331 3.069 -1.131
H -1.641 2.114 -0.391
H -0.112 0.869 -2.021
H 1.180 -0.608 1.555
H 0.081 -2.256 2.148
H 0.570 -3.156 -0.214
```

LUMO level: 0.96 eV
relative energy (zero: lowest compared OMol25 entry of this formula, charge and spin): 3.022 eV
2S+1: 1
highest occupied orbital energy: -8.11 eV

The following is a DFT calculation (wB97M-V/def2-TZVPD) of 12 unconnected molecules or ions with the total composition C36H102N6O18 in a non-equilibrium geometry.

XYZ file:
```
162
Properties=species:S:1:pos:R:3
C 0.588 -4.319 4.560
O -0.288 -4.723 3.540
C 0.444 -5.376 2.461
C -0.494 -6.257 1.676
N -1.714 -5.643 1.233
C -1.642 -4.591 0.247
C -2.900 -3.639 0.164
O -2.486 -2.255 0.437
C -3.497 -1.289 0.243
H 1.164 -3.412 4.378
H 1.252 -5.112 4.903
H 0.038 -4.157 5.487
H 1.352 -5.965 2.593
H 0.753 -4.585 1.777
H -0.855 -7.052 2.329
H -0.080 -6.799 0.826
H -2.222 -5.329 2.047
H -1.393 -4.907 -0.766
H -0.723 -4.029 0.417
H -3.588 -3.886 0.973
H -3.352 -3.782 -0.818
H -4.466 -1.559 0.663
H -3.543 -1.123 -0.833
H -3.120 -0.404 0.756
C 1.515 2.564 1.258
O 2.239 3.757 1.139
C 1.565 5.016 1.285
C 2.637 5.961 1.970
N 2.866 5.558 3.391
C 1.710 5.894 4.266
C 2.254 5.845 5.720
O 3.227 6.840 5.874
C 3.281 7.308 7.175
H 1.029 2.413 0.294
H 0.708 2.717 1.974
H 2.020 1.635 1.526
H 0.738 4.954 1.993
H 1.111 5.416 0.379
H 2.287 6.974 1.776
H 3.511 5.988 1.318
H 3.737 5.909 3.765
H 0.834 5.303 3.998
H 1.498 6.954 4.126
H 2.417 4.833 6.090
H 1.317 5.972 6.264
H 4.036 8.085 7.289
H 3.581 6.519 7.864
H 2.350 7.791 7.472
C 3.317 2.551 -2.007
O 2.888 3.016 -3.300
C 3.525 4.185 -3.771
C 4.640 3.567 -4.659
N 5.024 4.481 -5.771
C 5.995 3.906 -6.714
C 7.446 3.504 -6.255
O 7.354 2.394 -5.401
C 8.611 1.900 -5.018
H 2.863 1.567 -1.895
H 2.838 3.180 -1.256
H 4.401 2.465 -1.933
H 3.832 4.881 -2.990
H 2.873 4.732 -4.452
H 4.156 2.734 -5.168
H 5.536 3.263 -4.119
H 5.207 5.415 -5.433
H 5.985 4.522 -7.613
H 5.630 2.974 -7.147
H 7.813 4.283 -5.586
H 8.044 3.252 -7.131
H 9.231 1.585 -5.857
H 8.550 1.004 -4.400
H 9.149 2.600 -4.378
C -2.944 2.297 1.541
O -4.344 2.268 1.705
C -5.020 2.507 0.431
C -6.460 2.521 0.834
N -7.367 1.780 -0.020
C -7.620 2.315 -1.381
C -8.396 3.614 -1.345
O -8.240 4.232 -2.650
C -8.421 5.590 -2.671
H -2.520 1.302 1.406
H -2.376 2.830 2.304
H -2.691 2.692 0.557
H -4.842 1.826 -0.402
H -4.889 3.541 0.110
H -6.823 3.536 0.994
H -6.576 1.986 1.777
H -7.374 0.770 0.020
H -8.233 1.588 -1.915
H -6.683 2.209 -1.927
H -8.179 4.277 -0.507
H -9.462 3.464 -1.171
H -7.942 6.194 -1.900
H -9.455 5.856 -2.449
H -8.099 5.936 -3.653
C 1.807 -3.787 -10.327
O 2.280 -4.022 -8.971
C 1.300 -4.737 -8.218
C 1.970 -4.952 -6.817
N 1.706 -3.867 -5.860
C 0.614 -4.196 -4.967
C -0.026 -3.039 -4.150
O 0.798 -2.576 -3.104
C 0.405 -3.198 -1.915
H 2.525 -3.142 -10.834
H 0.892 -3.195 -10.315
H 1.680 -4.623 -11.014
H 1.295 -5.724 -8.681
H 0.279 -4.399 -8.038
H 3.018 -5.153 -7.037
H 1.614 -5.935 -6.507
H 1.323 -3.088 -6.377
H 1.139 -4.940 -4.368
H -0.073 -4.810 -5.551
H -0.995 -3.416 -3.823
H -0.399 -2.337 -4.896
H 1.006 -3.015 -1.024
H 0.612 -4.262 -2.026
H -0.621 -3.033 -1.587
C 0.422 -0.754 7.538
O -0.110 -2.089 7.575
C -1.515 -2.451 7.599
C -2.273 -2.026 6.385
N -3.607 -2.710 6.341
C -4.452 -2.242 5.269
C -4.160 -2.759 3.846
O -4.652 -4.095 3.677
C -3.820 -5.138 4.162
H 1.459 -0.675 7.867
H -0.081 -0.173 8.311
H 0.332 -0.354 6.528
H -1.968 -2.004 8.484
H -1.569 -3.535 7.703
H -1.636 -2.353 5.562
H -2.328 -0.938 6.407
H -3.947 -2.548 7.278
H -4.277 -1.166 5.283
H -5.448 -2.496 5.634
H -3.147 -2.710 3.448
H -4.741 -2.192 3.118
H -4.399 -5.939 4.621
H -3.039 -4.820 4.853
H -3.241 -5.585 3.354
O 2.267 -1.646 2.872
H 1.376 -1.346 3.054
H 2.734 -1.527 3.698
O 2.953 -0.936 -3.824
H 2.350 -1.435 -3.273
H 2.399 -0.561 -4.509
O 2.712 -3.716 0.918
H 2.632 -2.893 1.400
H 2.201 -3.578 0.120
O 3.755 -1.401 -0.809
H 3.960 -1.315 0.122
H 4.559 -1.138 -1.257
O -0.532 -0.749 1.674
H -1.018 -1.460 1.257
H 0.169 -0.542 1.056
O 1.159 -0.595 -0.259
H 0.676 -0.324 -1.040
H 2.051 -0.748 -0.570
```

LUMO level: 0.35 eV
relative energy (zero: lowest compared OMol25 entry of this formula, charge and spin): 9.310 eV
2S+1: 1
highest occupied orbital energy: -8.28 eV

The following is a DFT calculation (wB97M-V/def2-TZVPD) of a molecular structure, C27H54FeN3O3 in a non-equilibrium geometry.

XYZ file:
```
88
Properties=species:S:1:pos:R:3
Fe 5.015 -6.818 -22.534
C 1.849 -10.909 -23.378
C 3.098 -10.490 -24.142
C 2.991 -11.295 -25.417
C 1.907 -10.821 -26.358
C 2.356 -9.409 -26.855
C 2.389 -8.397 -25.571
N 3.185 -9.052 -24.470
O 3.666 -8.235 -23.428
C 0.896 -8.135 -24.958
C 3.063 -7.097 -26.102
C 4.372 -11.116 -23.457
H 1.625 -10.310 -22.496
H 1.989 -11.953 -23.099
H 0.859 -10.867 -23.834
H 2.730 -12.342 -25.261
H 3.857 -11.321 -26.079
H 0.882 -10.731 -25.997
H 1.790 -11.505 -27.198
H 1.569 -9.141 -27.560
H 3.331 -9.529 -27.329
H 0.933 -7.438 -24.120
H 0.423 -9.055 -24.613
H 0.191 -7.848 -25.738
H 2.526 -6.407 -26.753
H 3.923 -7.424 -26.686
H 3.555 -6.458 -25.369
H 4.455 -12.197 -23.347
H 4.394 -10.759 -22.427
H 5.282 -10.909 -24.021
C 7.181 -8.460 -24.701
C 7.605 -6.978 -24.821
C 7.107 -6.610 -26.221
C 7.118 -5.146 -26.518
C 6.461 -4.280 -25.409
C 6.891 -4.634 -23.940
N 6.909 -6.144 -23.788
O 7.171 -6.532 -22.437
C 5.786 -3.894 -23.105
C 8.260 -4.037 -23.501
C 9.138 -6.883 -24.826
H 7.408 -8.854 -23.710
H 7.696 -9.076 -25.438
H 6.120 -8.695 -24.782
H 6.150 -7.027 -26.531
H 7.912 -6.900 -26.897
H 6.561 -4.861 -27.411
H 8.145 -4.786 -26.575
H 5.424 -4.021 -25.627
H 6.776 -3.246 -25.547
H 4.844 -4.281 -23.493
H 5.963 -2.833 -23.283
H 5.949 -4.056 -22.040
H 9.136 -4.395 -24.042
H 8.418 -3.992 -22.424
H 8.325 -3.006 -23.849
H 9.636 -7.746 -25.269
H 9.630 -6.852 -23.854
H 9.504 -6.030 -25.398
C 4.441 -7.933 -18.207
C 4.220 -8.049 -19.714
C 3.110 -9.150 -19.967
C 1.725 -8.586 -19.503
C 1.368 -7.469 -20.460
C 2.417 -6.305 -20.432
N 3.811 -6.794 -20.434
O 4.862 -5.809 -20.552
C 1.957 -5.497 -19.147
C 2.143 -5.405 -21.683
C 5.578 -8.671 -20.199
H 3.652 -7.398 -17.679
H 5.334 -7.318 -18.087
H 4.663 -8.821 -17.615
H 3.364 -9.997 -19.330
H 3.135 -9.473 -21.008
H 1.736 -8.262 -18.463
H 0.923 -9.321 -19.577
H 0.397 -7.112 -20.119
H 1.101 -7.859 -21.442
H 1.012 -4.955 -19.201
H 2.580 -4.611 -19.023
H 1.998 -6.152 -18.277
H 2.579 -5.832 -22.586
H 2.470 -4.389 -21.464
H 1.066 -5.425 -21.851
H 5.714 -9.702 -19.873
H 6.436 -8.045 -19.955
H 5.585 -8.723 -21.288
```

<S²>: 8.772
LUMO level (spin up / spin down): 0.67 / -0.93 eV
2S+1: 6
highest occupied orbital energy (spin up / spin down): -6.39 / -6.08 eV

2S+1 of number 2 (C4H7N3)?
1